Entry 1:
C3H6INO2 | wB97M-V/def2-TZVPD

Each line ends with the Löwdin charge.
Geometry (Å):
C  2.67  1.40  -2.02  -0.496
C  -0.96  -1.00  1.50  -0.091
C  -0.94  0.44  -0.65  -0.611
N  -0.54  -0.81  0.10  -0.215
O  2.40  0.41  -1.51  0.145
O  2.97  2.36  -2.56  0.216
I  0.07  2.10  0.40  0.610
H  -0.82  -2.03  1.83  0.086
H  -0.39  -0.33  2.14  0.047
H  -2.02  -0.73  1.59  0.093
H  -2.00  0.60  -0.38  -0.046
H  -0.94  -1.56  -0.47  0.143
H  0.48  -0.86  0.03  0.119

highest occupied orbital energy	-7.210	eV
Kohn-Sham gap	7.60	eV
energy relative to the best compared isomer or geometry (same formula, charge and spin)	198.3	kJ/mol
strongest force on any atom	1.872	eV/A

---

Entry 2:
C3H6LuO3 | wB97M-V/def2-TZVPD

Each line ends with the Löwdin charge.
Geometry (Å):
O  0.15  -1.04  2.00  -0.189
Lu  1.98  -0.37  1.50  2.250
C  0.92  1.28  -1.21  -0.003
O  0.65  0.45  -0.08  -0.389
C  -0.72  0.09  0.08  -0.072
C  -0.91  -0.80  1.31  -0.607
O  -2.04  -1.14  1.62  0.181
H  2.00  1.39  -1.29  0.108
H  0.52  0.80  -2.12  0.132
H  0.45  2.26  -1.07  0.132
H  -1.07  -0.45  -0.81  0.165
H  -1.33  1.00  0.20  0.173
H  -0.61  -3.47  -0.13  0.119

highest occupied orbital energy (spin up / spin down)	-17.438 / -18.239	eV
<S²>	0.75
spin multiplicity	2
Kohn-Sham gap (spin up / spin down)	5.56 / 6.33	eV
net charge	+2
strongest force on any atom	6.374	eV/A

---

Entry 3:
C3H6MgO4STb | wB97M-V/def2-TZVPD

Each line ends with the Löwdin charge.
Geometry (Å):
Mg  0.84  -1.21  0.87  0.840
S  -1.31  -1.59  -1.12  0.862
O  -1.92  -0.19  -0.49  -0.783
O  -0.53  -2.35  0.09  -0.683
O  1.72  -0.06  -0.48  -0.390
C  2.45  0.98  0.09  -0.332
C  1.68  1.96  0.98  -0.201
O  0.30  1.63  1.13  -0.484
C  0.07  0.45  2.03  -0.168
Tb  -0.69  1.17  -0.78  1.696
H  2.81  1.58  -0.77  0.124
H  3.28  0.57  0.70  0.130
H  1.67  2.96  0.51  0.131
H  2.13  2.02  1.99  0.141
H  -1.03  0.47  2.13  0.054
H  0.48  0.77  3.00  0.064

highest occupied orbital energy (spin up / spin down)	-11.750 / -12.068	eV
<S²>	12.55
spin multiplicity	7
Kohn-Sham gap (spin up / spin down)	5.40 / 7.33	eV
net charge	+1
energy relative to the best compared isomer or geometry (same formula, charge and spin)	187.2	kJ/mol
strongest force on any atom	4.764	eV/A

---

Entry 4:
C3H6N | wB97M-V/def2-TZVPD

Each line ends with the Löwdin charge.
Geometry (Å):
C  1.91  -0.01  -0.03  0.015
C  0.58  0.09  0.02  0.034
N  -0.62  0.07  -0.06  0.132
C  -1.99  -0.03  -0.01  -0.002
H  2.41  0.41  0.84  0.130
H  2.26  -1.08  -0.01  0.162
H  2.14  0.69  -0.84  0.146
H  -2.30  -1.09  -0.17  0.144
H  -2.15  0.26  1.02  0.123
H  -2.24  0.69  -0.76  0.115

SMILES	CC#[N+]C
highest occupied orbital energy	-17.166	eV
Kohn-Sham gap	12.89	eV
net charge	+1
energy relative to the best compared isomer or geometry (same formula, charge and spin)	54.4	kJ/mol
strongest force on any atom	11.517	eV/A